Here is a structure of composition C13H15Cl2CoGeO7P2 from OMol25. Energies are from ωB97M-V/def2-TZVPD.

Values from the calculation:
Expectation value of S²   3.76
ΔE to the lowest compared entry with this formula, charge and spin   0.00 kcal/mol
Orbital gap (alpha / beta)   8.48 / 7.51 eV

Geometry as ORCA input:
```
! wB97M-V def2-TZVPD RIJCOSX def2/J DEFGRID3
* xyz 1 4
Co 0.01344 0.45340 0.35645
O 2.10819 1.58268 0.06766
P 2.57430 0.09721 -0.42792
O 3.81728 0.01549 -1.16124
O 1.20456 -0.33092 -0.96622
O 2.71640 -0.66355 1.03576
P 1.59526 -0.98354 2.10481
O 0.98202 0.51540 2.37550
O 2.00780 -1.70933 3.28517
O 0.34585 -1.47364 1.27507
H 2.78179 2.09670 0.53292
H 0.82567 0.71188 3.30894
Cl -2.40267 0.03254 -0.24602
C -2.74926 1.76194 -0.03027
Cl -1.24994 2.56412 0.53367
H -3.50954 1.88620 0.73124
H -3.02790 2.19360 -0.98414
Ge 0.20938 -3.22601 0.45329
C -1.15001 -2.93465 -0.87750
C -2.44007 -3.38174 -0.57722
C -3.46578 -3.25749 -1.50403
C -3.20888 -2.69126 -2.74405
C -1.93079 -2.24507 -3.05619
C -0.90547 -2.36439 -2.13071
C 2.02287 -3.64952 0.03702
C 2.80000 -4.20189 1.05692
C 4.15171 -4.43502 0.85316
C 4.73042 -4.11836 -0.36645
C 3.96291 -3.57708 -1.38948
C 2.61279 -3.34450 -1.19174
H -0.35086 -3.99089 1.64917
H -2.64588 -3.84225 0.38273
H -4.45829 -3.61515 -1.26425
H -4.00364 -2.60674 -3.47369
H -1.73053 -1.81154 -4.02719
H 0.07926 -1.99696 -2.38145
H 2.35866 -4.43946 2.01810
H 4.75162 -4.85778 1.64758
H 5.78693 -4.29186 -0.52217
H 4.41949 -3.32419 -2.33644
H 2.02946 -2.91595 -1.99538
*
```

Here is a cluster of 2 separate species, C3H10N2O in total in a non-equilibrium geometry from OMol25. Energies are from ωB97M-V/def2-TZVPD.

Values from the calculation:
ΔE to the lowest compared entry with this formula, charge and spin   90.96 kcal/mol
Orbital gap   8.01 eV
Structure (SMILES)   C=CN.NCO

Geometry as ORCA input:
```
! wB97M-V def2-TZVPD RIJCOSX def2/J DEFGRID3
* xyz 0 1
C 0.87185 -2.36811 -0.54452
C 0.92051 -3.29825 0.52463
N 0.24567 -1.12000 -0.54233
H 1.52529 -2.27105 -1.40197
H 1.75686 -3.68049 1.01611
H 0.06780 -3.83115 0.85884
H -0.73645 3.27157 -0.96826
H 0.43181 -0.54176 -1.30645
H -0.58244 -0.86080 -0.00268
N 0.43189 1.66002 0.69098
C -1.01393 1.95583 0.49940
O -1.30007 2.44590 -0.81186
H 0.69813 0.73500 1.21332
H 0.88186 2.35451 1.23602
H -1.49733 2.74104 1.19371
H -1.55848 0.99894 0.73857
*
```

Here is a cluster of 2 separate species, CH7N2O2P in total in a non-equilibrium geometry from OMol25. Energies are from ωB97M-V/def2-TZVPD.

Values from the calculation:
ΔE to the lowest compared entry with this formula, charge and spin   96.02 kcal/mol
Orbital gap (alpha / beta)   7.91 / 7.08 eV

Geometry as ORCA input:
```
! wB97M-V def2-TZVPD RIJCOSX def2/J DEFGRID3
* xyz 0 1
C -0.71253 -0.40503 -0.96826
N -0.14045 0.68692 1.08006
N -0.19963 -0.46927 0.32534
O 2.48343 0.75485 -1.17184
O 2.89115 -0.16883 1.02734
P 2.25486 -0.65984 -0.38458
H -1.82540 -0.55949 -0.86992
H -0.60420 0.54388 -1.42812
H -0.18098 -1.05066 -1.67505
H 0.13506 0.52965 2.09151
H -0.99676 1.25979 0.94929
H 2.49195 1.64548 -0.63441
H 2.61065 -0.79138 1.66770
*
```